1.
DFT (wB97M-V/def2-TZVPD) results for a molecular structure, C23H31GeN3OTi at a distorted geometry.

Kohn-Sham gap (alpha / beta)	5.7515 / 6.1529	eV
energy relative to the best compared isomer or geometry (same formula, charge and spin)	17.2	kcal per mole
total energy	-4060.599440	a.u.
LUMO level (alpha / beta)	-2.324 / -5.138	eV

ORCA input file:
```
! RIJCOSX wB97M-V def2-TZVPD def2/J DEFGRID3
* xyz 1 4
C -1.0143 9.1887 12.2902
H 1.2924 13.3436 14.3926
H -2.2898 9.2755 9.0835
H 0.8805 4.8107 14.9924
C 2.9839 12.4340 12.4555
H 2.7649 12.1896 16.7803
H -3.1931 7.1975 17.7851
H 1.2517 10.3706 16.4458
H 3.9646 12.1588 14.1847
H 5.0216 11.5802 12.1761
H 2.7991 13.9933 15.0249
C -0.8377 7.8018 9.8803
C -1.6822 9.6261 11.1399
C -0.1989 8.0970 12.2204
H 0.3854 11.2228 15.3894
H 5.1325 8.2712 15.7700
C 2.2372 13.0165 14.8530
H 3.4658 2.4325 12.4866
H 4.1067 4.5537 11.1718
C 5.1261 9.3552 15.7926
H 3.2770 9.5261 11.4806
C 2.6875 5.7780 12.2997
C -2.4284 7.2616 16.9788
H -1.2300 9.7257 13.2217
C -2.7180 6.9715 15.6666
H 4.9707 9.7623 16.7907
C 3.3538 4.5530 11.9637
Ti 2.6204 10.0080 14.1619
H 6.0808 9.6813 15.2950
H 0.9784 7.4041 16.6156
C 3.9553 11.4401 11.8775
N 1.3553 10.9954 15.6364
H 1.9180 12.2333 12.1303
H 3.9844 11.4935 10.7962
C 1.5888 4.7728 14.1510
H 3.2133 13.4791 12.1545
C -1.7346 7.1137 14.6784
C 2.1205 3.5615 13.7903
H -1.9564 6.9854 13.6084
O 4.1042 9.7615 14.9180
C -0.1510 7.3432 11.0214
C -1.0871 7.4873 17.3551
H -2.1544 10.6299 11.2384
H 4.4559 9.5438 12.6729
H -0.8932 7.7144 18.3807
C 2.9949 3.4196 12.7050
N 2.9840 12.1652 13.9091
Ge 1.0703 7.7654 13.6957
H 1.9779 2.6636 14.4353
C 1.8961 12.3068 16.0902
C -0.4075 7.3376 15.0217
C 1.8522 5.9418 13.3862
H 2.9416 6.6102 11.6469
C -0.0946 7.4271 16.4014
H 1.1808 12.9567 16.6050
H -0.7714 7.1947 8.9822
H 0.4094 6.3949 11.0096
H -3.7330 6.6907 15.3871
C -1.6546 8.9074 9.9283
N 3.6196 10.0296 12.3016
*
```



2.
DFT (wB97M-V/def2-TZVPD) results for 6 unconnected molecules or ions with the total composition C23H31IN8O6P at a distorted geometry.

Kohn-Sham gap	6.3616	eV
total energy	-2423.095396	a.u.
LUMO level	-5.191	eV

ORCA input file:
```
! RIJCOSX wB97M-V def2-TZVPD def2/J DEFGRID3
* xyz 1 1
C -1.2601 1.0997 0.3483
C 1.0529 3.8692 -1.0814
H 1.4381 3.6082 -2.1145
C 3.0325 6.8997 -3.4819
C 4.2611 -3.7271 4.9934
C -0.0657 4.9615 -1.2969
H -4.4746 1.3817 0.9848
C 1.4811 1.8703 0.3599
C -2.6081 -2.0729 2.9603
H -6.2910 -1.7273 -1.0116
C -8.2308 -2.2879 -1.6510
H -1.3849 -2.0086 -1.2304
N 0.5823 2.6744 -0.3493
N -9.3744 -2.2314 -1.5611
H 2.1580 7.2921 -4.0003
O -0.2821 -1.3298 3.0377
O -0.0455 6.0971 -0.4567
H -4.4682 -1.7044 4.0337
C -6.7544 -2.3608 -1.7670
C -0.8370 -0.9781 2.0280
H -0.4182 -2.2896 -6.7369
O -3.8099 -0.7543 -1.0423
O -1.9969 -1.7246 1.6987
C 3.2142 -2.7279 5.3127
H -3.1961 1.1926 2.2123
C -1.5347 -0.9596 -1.6036
H 3.0865 0.5522 3.9455
H -6.4430 -2.0215 -2.7543
C -2.7011 -0.3073 -0.8074
H -1.8512 -0.9591 -2.6832
H -3.9753 -0.2710 1.4033
H 1.8666 4.4279 -0.5395
H -2.3157 -3.0422 3.4383
C 1.0796 0.6872 1.1448
C -3.5621 0.7631 1.2432
O -0.9098 4.9307 -2.1442
C 2.9314 5.4249 -3.3719
H 6.0181 -3.2428 2.3613
H -1.7958 -1.4591 -5.9857
C -3.4934 -1.2976 3.6576
N 4.6534 -3.2743 -0.5013
N 2.8518 4.2803 -3.2885
H 2.5164 -2.6446 4.4787
H 7.2798 -3.7367 1.2140
N 3.2387 -1.1649 0.7679
H 6.0927 -4.9220 1.7947
I 3.6004 2.3335 0.2838
H 3.0863 7.3423 -2.4874
H 3.2045 -0.5654 -0.0718
O 3.3600 0.5775 3.0122
C -0.3585 0.2507 1.2034
H 2.6726 -1.9782 0.4869
C -0.6261 -2.6206 -4.6563
N -2.6446 0.8050 0.1134
H -1.4715 2.8510 -0.9669
H 3.6734 -1.7557 5.4919
H -3.2876 -0.2114 3.8269
H -1.8625 -3.2101 -6.2704
N -0.1712 -2.8101 -3.6183
H 2.6682 -3.0327 6.2050
C -0.7306 2.2759 -0.3614
C 6.2404 -3.8817 1.5075
C -1.2125 -2.3796 -5.9967
H -0.5376 -0.4614 -1.5811
P 2.3649 -0.3904 2.0830
H -6.4216 -3.3883 -1.6225
H 3.9287 7.1677 -4.0407
H -0.8239 6.0761 0.1309
C 5.3463 -3.5394 0.3757
N 5.0713 -4.5020 4.7439
*
```



3.
DFT (wB97M-V/def2-TZVPD) results for a molecular structure, C23H31N2O4Rh at a distorted geometry.

Kohn-Sham gap (alpha / beta)	1.3670 / 5.8357	eV
energy relative to the best compared isomer or geometry (same formula, charge and spin)	0.0	kcal per mole
total energy	-1415.818550	a.u.
LUMO level (alpha / beta)	4.505 / 4.424	eV

ORCA input file:
```
! RIJCOSX wB97M-V def2-TZVPD def2/J DEFGRID3
* xyz -2 5
C 1.4352 1.0974 -1.9527
C 1.1150 1.8688 -0.7855
C -3.6992 3.1157 -0.8765
C -1.5378 -1.1632 -2.6050
H 4.0311 0.8417 0.3233
H -1.6273 2.3184 -2.6911
C 1.9175 -0.9497 3.4300
C -3.5410 0.5379 0.8390
C 3.8402 0.1339 2.3643
O -2.7181 0.9323 -0.2987
H -5.2638 1.9079 0.7852
C 3.4462 -2.4830 2.2335
H -0.0258 -0.6049 3.9707
H -4.2979 -0.0372 -2.2389
H 2.3925 0.5988 -2.1207
O 2.2932 -1.1130 4.5644
C -0.2205 2.3890 -0.9296
H -3.5184 -0.5484 0.9579
H 5.3715 1.3057 1.3860
H -3.3550 1.2926 -2.9806
H -5.5231 0.3660 -0.1229
H 0.5779 -1.5669 -3.2715
H 1.8092 2.0974 0.0223
C 0.2939 1.1896 -2.8314
N 0.5963 -0.6469 3.1723
C 4.6740 0.4915 1.1430
C -1.2872 -2.1813 -0.5488
C -0.1731 -1.6032 -2.4833
C -0.7097 1.9935 -2.2201
H -0.7187 3.0255 -0.2037
C -2.2343 -1.5946 -1.4326
H 4.0127 -2.4321 0.1849
H 3.8955 -2.6964 3.2230
H -3.3181 -1.6931 -1.3346
C -0.0241 -2.2407 -1.2135
H 4.5022 -0.0889 3.2252
Rh -0.1865 0.3095 -1.0357
N 0.7384 -0.3666 0.8717
C 2.0073 -0.8886 0.8881
C 4.4452 -2.7631 1.1362
H -3.1626 3.4738 -1.7611
H 5.3933 -2.2398 1.2854
O 2.4666 -1.2371 -0.2301
O -1.2927 -0.2617 1.9584
H 4.6556 -3.8375 1.0559
H -1.9868 -0.7089 -3.4958
C -4.1646 1.0496 -2.2808
C -3.8747 1.6073 -0.9062
H 5.2606 -0.3567 0.7812
H 2.6064 -3.1918 2.1187
H 0.2187 0.7708 -3.8206
H -4.6836 3.6098 -0.8762
C 2.8184 -1.0496 2.1851
H -5.0803 1.4961 -2.6928
H 0.8222 -2.8649 -0.8870
H -3.1811 1.0340 1.7433
H -1.5010 -2.6132 0.4323
H 3.2772 1.0448 2.6476
C -4.8019 1.1072 0.2155
C -0.0646 -0.3925 1.9640
H -3.1407 3.4089 0.0200
*
```



4.
DFT (wB97M-V/def2-TZVPD) results for a single C23H31N3O2S2 molecule at a distorted geometry.

Kohn-Sham gap	8.3021	eV
energy relative to the best compared isomer or geometry (same formula, charge and spin)	0.9	kcal per mole
SMILES string	Cc1ccc(NC(=S)Nc2ccc(C(C)C)cc2)cc1S(=O)(=O)N1CCCCCC1
total energy	-2006.170188	a.u.
LUMO level	0.427	eV

ORCA input file:
```
! RIJCOSX wB97M-V def2-TZVPD def2/J DEFGRID3
* xyz 0 1
C -2.8800 -3.1106 0.1427
C -5.2007 -1.6942 -1.0645
H 0.3631 -0.6117 4.7330
C 2.0581 -1.5715 -2.2598
H 3.1716 -0.4926 5.6512
H 2.9726 -1.2513 3.2923
H -5.8775 -3.0694 0.4287
H -6.1450 -1.1993 -1.3014
H -5.1230 -2.5605 -1.7263
H 3.7213 -0.0209 1.4671
C 2.2616 -0.5164 3.6863
C 0.6220 2.2338 1.6372
H -0.2510 2.8676 1.6818
S -1.0916 -1.1728 0.2531
C 1.5263 0.7737 -2.0896
H -3.3496 -3.8204 -0.5429
H 3.3289 1.6251 -0.2956
C 0.4526 0.4403 -1.2674
C -2.7531 -1.4861 -1.7302
N 1.2019 3.2686 -0.4559
H 0.7832 4.1375 -0.1492
H -4.3093 -0.1269 -2.2361
C 1.0118 -1.2624 4.1522
H -0.2320 1.1817 -0.8915
H 1.6121 -3.9626 -1.2680
H -3.4677 -1.5088 1.4071
H 2.2570 0.9678 5.2632
N 1.8322 2.0899 -2.4158
C 0.7813 -3.3244 -0.9774
H -3.8500 -0.0785 -0.5329
H 0.1704 1.2511 3.4619
C -3.9133 -2.4391 1.0520
C 1.4922 3.2470 -1.7750
C 0.2376 -0.8734 -0.9097
H 0.6354 -3.3767 0.0986
C 1.9670 0.4735 2.5882
H -5.7809 -1.4054 0.9893
H -2.1529 -3.6430 0.7587
H 0.4530 -1.6358 3.2976
C 2.9271 0.2121 4.8596
H 3.1275 -0.0224 -3.2713
C -5.2682 -2.1628 0.3930
C 1.0321 -1.9103 -1.3814
O -1.7063 0.0920 0.5578
H -2.9583 -2.2260 -2.5135
C 2.6194 1.5263 0.5118
H 2.6837 -2.3530 -2.6653
C 2.8420 0.6055 1.5172
C 2.3097 -0.2586 -2.6061
N -2.0997 -2.1713 -0.6389
C 1.4877 2.3329 0.5520
H -4.0782 -3.0713 1.9265
C -4.0439 -0.7432 -1.3741
H -2.0170 -0.7770 -2.1182
C 0.8625 1.3159 2.6383
O -0.5976 -1.9391 1.3625
S 1.4584 4.6523 -2.6489
H -0.1297 -3.6907 -1.4490
H 3.8423 0.7037 4.5362
H 2.2477 2.2469 -3.3252
H 1.2957 -2.1024 4.7828
*
```



5.
DFT (wB97M-V/def2-TZVPD) results for a single C23H31N3O3S molecule.

Kohn-Sham gap	8.7345	eV
energy relative to the best compared isomer or geometry (same formula, charge and spin)	8.7	kcal per mole
SMILES string	CCCCCCCCNC(=O)c1cccnc1SCC(=O)Nc1ccccc1OC
total energy	-1683.253919	a.u.
LUMO level	0.405	eV

ORCA input file:
```
! RIJCOSX wB97M-V def2-TZVPD def2/J DEFGRID3
* xyz 0 1
H 3.1854 0.2145 -1.0526
H -1.0589 -3.9289 0.4250
C -0.8639 2.8895 0.6996
H 1.3295 -4.3809 1.0499
C -0.7367 3.8365 -1.4689
C -0.6075 -3.4854 1.3103
H 3.8908 2.2461 1.1141
H 0.5134 -0.6948 -2.6129
H 2.9569 -2.0114 -1.3081
C -1.7803 -0.5782 -1.1267
H -2.3403 2.5311 3.3061
C -4.2046 -1.9353 -0.9931
H -5.1477 -2.4566 -0.9451
C 1.2836 -2.5515 -0.0763
C 0.1297 0.2731 -2.2765
N -2.1815 2.9647 0.6864
C 2.7864 -2.5335 -0.3641
H -3.8807 3.4544 -0.3075
H -0.4701 0.7270 -3.0707
O -0.6105 0.1451 -1.0860
H -2.6484 4.3171 -2.3310
O 2.0372 3.9809 -1.2215
H -3.8257 -2.4651 -3.0307
H 2.2903 -0.3111 1.2433
H -0.1425 4.1819 -2.3026
H 1.4705 1.6210 0.7842
C -1.7645 1.6625 2.9889
C 3.4410 1.9690 0.1534
C 3.6501 -1.8951 0.7272
C -3.7330 -1.2657 0.1245
H 0.7756 -2.9759 -0.9471
C -3.4661 -1.9387 -2.1596
H 4.6980 -1.9882 0.4309
C 3.7306 0.4992 -0.1518
H -1.4516 1.0966 3.8685
H -1.7022 -1.2689 -3.1564
S -0.2222 2.2145 2.2101
C 1.4288 3.2202 -0.4914
H 1.3265 -2.9266 2.0485
C 3.3494 -0.4216 1.0071
H -4.2982 -1.2471 1.0411
C -2.1188 3.9131 -1.4835
C -2.6554 0.7892 2.1037
O -3.8414 0.7160 2.3163
C -2.2569 -1.2612 -2.2317
H 3.8525 2.6165 -0.6247
H -0.8578 -4.1042 2.1689
N -1.9781 0.0853 1.1632
H -1.0000 0.3185 1.0353
N 2.0199 2.2228 0.1926
H -1.0510 -2.5034 1.4562
H 4.7971 0.3909 -0.3574
C 0.9046 -3.3791 1.1495
H 3.9126 -0.1159 1.8925
C -2.8015 3.4472 -0.3723
C -0.0642 3.2974 -0.3744
C -2.5247 -0.5939 0.0668
H 0.9131 -1.5332 0.0470
H 0.9630 0.9325 -2.0388
H 3.1253 -3.5637 -0.5010
H 3.5250 -2.4592 1.6530
*
```



6.
DFT (wB97M-V/def2-TZVPD) results for a single C23H31N3O4 molecule.

Kohn-Sham gap	8.9650	eV
energy relative to the best compared isomer or geometry (same formula, charge and spin)	3.9	kcal per mole
SMILES string	CCC(=O)N1CCN(CCNC=C2C(=O)CC(c3ccc(OC)cc3)CC2=O)CC1
total energy	-1360.282184	a.u.
LUMO level	0.557	eV

ORCA input file:
```
! RIJCOSX wB97M-V def2-TZVPD def2/J DEFGRID3
* xyz 0 1
C -3.1300 -6.2571 -5.4423
H -0.9618 2.8589 0.5347
H -1.0926 -6.0981 -3.9000
O -1.7878 3.3968 4.2974
O -3.2578 -4.9045 -5.0793
C -0.2470 2.3894 1.2069
H -2.9726 3.2475 1.4193
C 2.0125 -0.5438 -1.1702
H 1.4693 2.9415 0.0240
N -0.6751 2.4758 2.5795
C 0.3579 -2.4013 -1.4979
C -1.6684 -2.4007 -3.0148
O 0.3098 -1.3179 1.9748
H 0.3080 0.7546 3.1923
N 3.7494 0.5182 0.8669
H -3.2218 5.4772 3.4941
C 1.1271 3.0535 1.0555
H -4.2814 5.2644 2.0906
H -0.1038 1.9201 4.4848
C 4.3209 1.4732 1.7696
H -3.9583 -6.4604 -6.1192
C 1.7586 -0.6723 0.2455
N 2.0735 2.3993 1.9351
H -0.1532 1.3300 0.9460
C -2.5388 3.9890 2.0938
H 4.3141 1.0569 2.7799
H 3.9014 0.6248 -0.1423
H -3.3698 -2.5085 -4.3147
C -0.5881 -3.0786 -2.4567
H 2.3519 -0.1719 2.2156
H -1.8421 -1.3627 -2.7722
H 3.8266 3.4666 2.4872
C 0.2626 1.8139 3.4634
H 0.4199 -4.9607 -2.3786
C -2.5329 -3.0325 -3.8807
C 2.6097 -0.0785 1.1680
H 0.2324 -0.3994 -2.3098
C -1.2718 -5.0607 -3.6655
H 3.5725 3.2189 0.7482
H -4.2569 4.0617 3.3902
H 1.0333 4.1310 1.2834
C 0.9976 -1.1547 -2.1084
H 2.3610 1.9296 3.9423
C 1.6397 2.4621 3.3200
C 3.4594 2.7588 1.7324
C -0.4102 -4.4099 -2.7979
H 1.4896 -1.3832 -3.0560
H 5.3481 1.6942 1.4779
C 0.5731 -1.3271 0.7820
O 2.9917 0.0530 -1.6186
C -0.3552 -1.9975 -0.2086
H -3.2054 -6.9163 -4.5713
C -3.6483 4.7492 2.8094
H -1.9365 4.6847 1.5037
H 1.5824 3.5076 3.6710
C -2.3459 -4.3741 -4.2171
H -2.1848 -6.4474 -5.9614
H -1.1620 -1.2927 -0.4328
H 1.1569 -3.1076 -1.2441
H -0.8123 -2.8615 0.2779
C -1.6384 3.2791 3.0968
*
```